Record 1
51
Properties=species:S:1:pos:R:3:forces:R:3:lowdin_charge:R:1 method="wB97M-V/def2-TZVPD" smiles="COc1ccc(CCC(=O)Nc2ccc(Cl)c(S(=O)(=O)N3CCCC3)c2)cc1" homo_ev=-8.22 lumo_energy_ha=0.022 gap_ev=8.81
C -0.1825 2.7136 2.1008 -0.15 0.06 0.31 -0.08
O 0.3252 2.7449 0.7881 0.16 -0.04 -0.41 -0.08
C 1.5171 2.1546 0.5317 0.18 0.00 -0.01 -0.29
C 1.9343 2.1750 -0.8020 -0.18 0.03 0.11 0.00
C 3.1022 1.5477 -1.1792 0.05 0.06 0.15 -0.05
C 3.8916 0.8831 -0.2439 0.28 0.23 0.14 -0.27
C 5.0602 0.0395 -0.6729 -0.12 -0.02 -0.06 -0.13
C 4.5668 -1.3182 -1.2293 0.20 -0.02 0.24 -0.09
C 3.5115 -1.8606 -0.2846 -0.08 0.02 -0.72 -0.47
O 3.7639 -2.5513 0.6728 0.15 -0.11 0.42 0.09
N 2.2467 -1.4366 -0.6167 -0.11 -0.10 -0.48 0.14
C 1.1286 -1.3559 0.2054 -0.42 -0.04 0.38 -0.20
C 1.0640 -1.9400 1.4707 0.18 -0.04 -0.09 0.01
C -0.0543 -1.7673 2.2644 -0.33 0.26 -0.17 -0.07
C -1.1300 -1.0179 1.8048 0.18 -0.08 0.05 -0.65
Cl -2.5209 -0.7817 2.7762 -0.14 -0.20 0.76 0.76
C -1.0772 -0.4512 0.5416 -0.42 0.23 -0.21 -0.29
S -2.4578 0.5057 -0.0973 0.12 -0.56 0.23 0.65
O -2.1260 0.8861 -1.4414 0.09 -0.15 -0.20 -0.27
O -2.8178 1.5372 0.8264 -0.12 0.00 0.11 -0.30
N -3.6534 -0.6809 -0.0504 0.88 0.75 0.14 -0.26
C -5.0059 -0.1589 0.0314 -0.44 0.43 0.17 -0.20
C -5.4246 0.1119 -1.4205 -0.06 -0.03 0.07 -0.15
C -4.5756 -0.8685 -2.2492 0.04 -0.07 -0.09 -0.16
C -3.6350 -1.5308 -1.2249 0.15 -0.40 -0.50 -0.19
C 0.0358 -0.6185 -0.2525 0.11 -0.09 -0.08 0.00
C 3.4959 0.9091 1.0848 0.14 0.06 -0.25 -0.03
C 2.3283 1.5388 1.4792 -0.36 0.23 0.10 0.00
H -1.2022 3.0856 2.0267 0.10 -0.03 0.08 0.09
H -0.2099 1.6942 2.4974 0.00 0.01 -0.01 0.08
H 0.4064 3.3519 2.7684 0.00 -0.06 -0.03 0.10
H 1.3070 2.6759 -1.5221 -0.09 0.08 -0.11 0.12
H 3.4041 1.5641 -2.2176 0.03 0.01 -0.14 0.12
H 5.6455 0.5441 -1.4436 0.06 -0.01 0.05 0.12
H 5.7059 -0.1500 0.1850 0.04 0.01 -0.04 0.12
H 4.1550 -1.1861 -2.2302 -0.01 0.00 -0.05 0.11
H 5.4018 -2.0169 -1.2750 -0.11 -0.06 -0.05 0.12
H 2.1721 -0.8649 -1.4480 0.16 -0.09 0.21 0.13
H 1.9031 -2.5134 1.8293 -0.01 -0.03 0.01 0.11
H -0.0985 -2.2108 3.2461 -0.02 -0.04 0.10 0.11
H -5.0011 0.7312 0.6574 -0.20 -0.09 0.05 0.11
H -5.6341 -0.9265 0.4928 0.07 0.05 0.01 0.13
H -6.4929 -0.0395 -1.5638 -0.03 0.07 -0.02 0.11
H -5.1778 1.1394 -1.6843 -0.07 0.03 -0.02 0.11
H -3.9910 -0.3306 -2.9926 -0.04 -0.04 -0.05 0.10
H -5.1872 -1.6140 -2.7550 0.02 0.00 -0.05 0.10
H -2.6107 -1.6204 -1.5840 -0.05 -0.22 -0.09 0.11
H -3.9990 -2.5193 -0.9302 0.08 0.06 -0.01 0.13
H 0.0376 -0.1437 -1.2219 0.08 0.03 -0.15 0.12
H 4.0996 0.4109 1.8293 0.07 -0.08 0.08 0.12
H 2.0550 1.5298 2.5221 -0.08 0.01 0.10 0.11


Record 2
56
Properties=species:S:1:pos:R:3:forces:R:3:lowdin_charge:R:1 method="wB97M-V/def2-TZVPD" charge=+1 homo_ev=-10.95 lumo_energy_ha=-0.173 gap_ev=6.23
F -1.8535 -1.8023 2.5183 4.48 -2.63 -0.84 0.03
C -0.6229 -2.6288 2.2360 -1.69 -1.46 -0.07 -0.22
F -1.0970 -3.7409 1.3307 2.33 4.46 3.38 0.04
F -0.2067 -3.2490 3.5238 -1.32 2.34 -4.44 0.05
O 0.4476 -1.8529 1.5871 -2.11 -1.42 2.96 -0.01
C 1.1172 -0.9592 2.5802 -1.15 0.10 0.42 -0.09
N 1.7868 0.1602 1.7863 0.42 3.49 -0.47 -0.06
C 2.7474 0.0982 0.6177 -1.32 5.97 1.65 0.15
C 3.0129 1.6956 0.3065 -1.35 -4.24 2.21 0.03
C 3.9896 2.2142 -0.9227 -0.32 0.69 -0.40 -0.22
F 5.2693 2.7615 -0.3566 -3.84 -1.84 -1.81 -0.02
F 4.2942 1.0224 -1.7911 -0.71 3.49 3.00 -0.01
C 3.1584 3.3746 -1.7929 -1.35 1.88 -1.39 -0.06
C 3.8966 4.7829 -2.3099 -5.18 -1.10 -0.84 0.04
C 2.8806 5.8281 -3.1247 -0.82 -3.20 1.48 -0.02
C 1.2759 5.5102 -3.3955 2.01 -2.50 1.80 0.04
C 0.5942 4.0875 -2.8847 4.08 1.05 1.02 -0.03
C -0.9690 3.6463 -3.1271 -0.50 -1.34 -1.07 -0.23
F -0.9241 2.3067 -3.8054 -0.44 4.17 2.23 -0.01
F -1.7282 3.4203 -1.8547 2.38 0.98 -4.26 0.00
F -1.7109 4.5467 -4.0393 2.44 -2.99 3.50 0.03
C 1.5708 3.0408 -2.0756 1.02 2.83 -1.15 0.05
N 2.2086 2.5235 1.3281 -0.22 -4.91 0.22 -0.02
C 2.1296 4.0521 1.4170 -0.46 1.35 2.78 -0.05
C 1.7805 4.4236 3.1260 -2.16 1.31 -0.33 -0.20
C 0.0962 4.6783 3.4614 6.54 -1.36 -1.45 -0.01
O 1.2365 5.8621 3.4062 -1.08 -6.47 -0.53 -0.13
C 1.4512 1.5674 2.2320 2.93 -1.21 -3.87 0.11
H 0.2306 -0.4569 3.1891 2.20 -0.97 -1.04 0.16
H 1.8561 -1.5569 3.2691 -1.36 1.25 -1.61 0.18
H 3.1365 -0.8734 0.0938 -0.96 2.17 1.24 0.17
H 5.0354 5.0174 -2.0995 -2.73 -0.60 -0.51 0.12
H 3.3725 6.8365 -3.5049 -1.39 -2.37 0.84 0.10
H 0.6285 6.3258 -3.9554 1.49 -2.01 1.30 0.12
H 1.0981 2.0118 -1.6978 1.24 2.52 -0.96 0.13
H 3.1463 4.5851 1.1814 -2.03 -1.48 0.05 0.15
H 1.2102 4.4497 0.8125 2.03 -0.81 0.96 0.14
H 2.4643 3.8358 3.9981 -1.76 2.09 -2.60 0.18
H 0.1640 3.9964 4.4100 -1.34 2.15 -1.46 0.11
H -0.3578 4.4064 2.4178 0.20 1.04 2.54 0.11
H 0.6984 1.7984 3.1289 2.04 -0.37 -2.43 0.18
C -3.7835 -5.1648 0.5348 -0.17 0.12 -0.02 -0.08
C -3.0573 -6.4711 0.2561 -0.18 -0.04 0.01 -0.28
O -3.9326 -7.5535 -0.0443 0.06 -0.06 0.11 -0.16
C -4.7703 -7.3985 -1.1865 0.11 0.00 -0.05 -0.28
C -3.9980 -7.2011 -2.4806 0.11 0.00 -0.08 -0.08
H -4.4945 -5.2895 1.3590 0.13 -0.01 -0.09 0.09
H -3.0688 -4.3807 0.8029 -0.26 -0.21 -0.07 0.04
H -4.3487 -4.8186 -0.3344 0.09 0.01 0.03 0.07
H -2.4964 -6.7597 1.1523 -0.19 -0.19 -0.16 0.12
H -2.3185 -6.3487 -0.5421 -0.01 0.08 -0.07 0.10
H -5.4828 -6.5837 -1.0249 0.02 0.07 -0.04 0.10
H -5.3635 -8.3155 -1.2686 0.19 0.08 0.25 0.12
H -3.3995 -6.2880 -2.4639 -0.08 0.02 -0.04 0.06
H -4.6867 -7.1337 -3.3297 0.09 -0.03 0.14 0.08
H -3.3139 -8.0395 -2.6504 -0.13 0.09 0.02 0.08


Record 3
50
Properties=species:S:1:pos:R:3:forces:R:3:lowdin_charge:R:1 method="wB97M-V/def2-TZVPD" smiles="CN(C)S(=O)(=O)N1CCC[C@H](C(=O)c2ccc(-c3ccccc3)c(F)c2)C1" homo_ev=-9.02 lumo_energy_ha=-0.009 gap_ev=8.78
C -2.4558 -2.4343 1.2925 -0.05 -0.04 0.43 -0.11
N -2.4421 -2.2035 -0.1340 -0.76 0.55 -0.38 -0.34
C -2.0850 -3.3618 -0.9254 -0.03 -0.18 -0.38 -0.10
S -3.8424 -1.4299 -0.6435 0.54 0.29 0.34 0.62
O -5.0053 -1.9426 0.0135 -0.07 0.04 0.21 -0.26
O -3.8228 -1.3911 -2.0737 0.17 -0.03 -0.13 -0.26
N -3.5075 0.0626 0.0108 -0.17 -0.86 -0.27 -0.24
C -4.6225 0.9364 0.3122 -0.58 0.04 0.33 -0.19
C -4.1470 2.0300 1.2682 0.05 -0.06 -0.30 -0.16
C -2.9507 2.7738 0.6771 0.10 -0.12 0.20 -0.15
C -1.8443 1.7756 0.3276 -0.33 0.33 -0.30 -0.23
C -0.6421 2.4492 -0.3084 -0.35 -0.10 0.21 -0.32
O -0.7270 3.5339 -0.8391 -0.02 -0.05 0.02 0.11
C 0.6483 1.7141 -0.2607 0.75 -0.04 -0.16 -0.13
C 1.7868 2.3726 -0.7310 -0.23 0.04 -0.02 0.00
C 3.0239 1.7661 -0.7031 -0.12 -0.13 0.08 0.00
C 3.1853 0.4719 -0.2068 -0.40 -0.03 0.10 -0.11
C 4.5115 -0.1596 -0.1628 0.23 -0.18 0.00 -0.18
C 5.3754 -0.0423 -1.2500 -0.13 -0.02 0.09 -0.03
C 6.6313 -0.6176 -1.2108 0.12 0.00 -0.02 -0.08
C 7.0455 -1.3092 -0.0843 0.05 -0.02 -0.03 -0.09
C 6.1944 -1.4277 1.0015 0.04 -0.04 0.05 -0.08
C 4.9340 -0.8608 0.9641 0.00 0.05 -0.04 -0.03
C 2.0328 -0.1738 0.2422 0.07 0.14 -0.08 -0.20
F 2.1106 -1.4444 0.6985 0.02 0.09 -0.04 0.07
C 0.7858 0.4157 0.2281 0.06 0.14 -0.04 0.06
C -2.4259 0.7462 -0.6547 0.60 0.09 -0.09 -0.16
H -2.7573 -1.5057 1.7704 0.10 -0.06 0.25 0.08
H -1.4539 -2.7144 1.6179 0.01 0.03 0.00 0.09
H -3.1650 -3.2208 1.5706 0.05 -0.02 0.04 0.09
H -2.2507 -3.1052 -1.9684 0.15 -0.20 -0.07 0.08
H -1.0311 -3.5903 -0.7636 -0.03 0.01 0.01 0.09
H -2.6908 -4.2380 -0.6693 0.04 -0.03 0.00 0.09
H -5.3994 0.3177 0.7617 -0.07 0.18 -0.01 0.12
H -5.0190 1.3893 -0.6083 -0.01 -0.02 0.04 0.14
H -4.9661 2.7239 1.4585 -0.03 -0.02 0.04 0.12
H -3.8579 1.5719 2.2158 -0.06 -0.03 0.08 0.12
H -2.5736 3.5098 1.3894 -0.01 0.06 -0.07 0.12
H -3.2467 3.3073 -0.2274 0.04 0.06 -0.01 0.12
H -1.5379 1.2532 1.2371 0.06 -0.05 -0.04 0.15
H 1.6728 3.3762 -1.1116 -0.01 0.07 -0.02 0.12
H 3.8944 2.3014 -1.0509 0.09 0.04 -0.01 0.12
H 5.0490 0.4825 -2.1359 -0.03 0.05 -0.08 0.11
H 7.2898 -0.5263 -2.0620 0.05 0.00 -0.07 0.10
H 8.0285 -1.7550 -0.0536 0.08 -0.04 0.00 0.10
H 6.5135 -1.9638 1.8829 0.03 -0.04 0.07 0.10
H 4.2814 -0.9477 1.8195 -0.06 -0.01 0.04 0.12
H -0.0500 -0.1623 0.5873 -0.12 -0.08 0.05 0.11
H -1.6983 -0.0103 -0.9462 0.12 0.20 -0.06 0.11
H -2.7771 1.2571 -1.5619 0.04 0.00 0.04 0.15


Record 4
50
Properties=species:S:1:pos:R:3:forces:R:3:lowdin_charge:R:1 method="wB97M-V/def2-TZVPD" smiles="COCCn1c(C)cc(C(=O)CSc2ncnc3sc4c(c23)CCC4)c1C" homo_ev=-7.95 lumo_energy_ha=0.022 gap_ev=8.54
C 4.6058 1.6876 -2.9747 -0.01 0.12 -0.05 -0.10
O 4.6274 0.6699 -2.0079 -0.02 -0.23 0.22 -0.20
C 4.8159 1.1499 -0.6988 0.14 -0.05 0.15 -0.20
C 4.7863 -0.0342 0.2755 0.26 0.49 -0.42 -0.09
N 3.4498 -0.4647 0.5852 -0.26 -0.11 0.08 -0.01
C 2.6774 0.0549 1.6030 -0.29 0.16 0.42 -0.27
C 3.1717 1.1106 2.5283 0.08 -0.11 -0.12 -0.03
C 1.4762 -0.5855 1.5928 0.19 0.00 -0.13 -0.01
C 1.4968 -1.5258 0.5214 0.82 0.29 -0.21 -0.13
C 0.4453 -2.4411 0.1387 -0.41 -0.21 0.02 -0.42
O 0.4803 -3.1714 -0.8334 -0.05 -0.04 0.00 0.07
C -0.7652 -2.4799 1.0646 -0.22 0.10 -0.07 -0.35
S -1.7369 -0.9426 0.9571 0.28 0.16 0.10 1.02
C -3.2260 -1.5126 0.2383 -0.18 -0.19 -0.04 -0.51
N -3.3640 -2.8004 -0.0189 0.29 0.09 0.11 0.07
C -4.4980 -3.2185 -0.5600 -0.24 -0.12 -0.11 -0.20
N -5.5415 -2.4812 -0.8706 -0.52 -0.16 -0.26 0.07
C -5.4183 -1.1907 -0.6049 0.47 0.19 0.25 -0.53
S -6.6722 -0.0198 -0.9116 0.26 0.05 0.13 1.10
C -5.6417 1.2262 -0.2844 0.34 -0.38 -0.01 -0.49
C -4.4262 0.7906 0.1315 -0.51 0.55 -0.21 -0.23
C -4.2618 -0.6047 -0.0368 -0.31 -0.75 -0.24 -0.19
C -3.6089 1.9111 0.6848 0.12 0.05 0.11 -0.14
C -4.4117 3.1620 0.2578 0.04 0.02 0.02 -0.16
C -5.8435 2.6865 -0.0792 -0.17 0.14 0.03 -0.17
C 2.7460 -1.4104 -0.0841 -0.55 -0.39 -0.08 -0.18
C 3.3043 -2.1630 -1.2322 0.05 -0.03 -0.15 0.00
H 3.7844 2.3912 -2.7929 0.02 -0.01 -0.03 0.09
H 5.5515 2.2438 -2.9857 -0.03 -0.01 -0.02 0.09
H 4.4597 1.1998 -3.9357 0.00 0.09 -0.03 0.09
H 5.7881 1.6634 -0.6242 -0.09 -0.04 0.01 0.13
H 4.0254 1.8722 -0.4430 0.08 -0.05 0.03 0.13
H 5.2866 0.2547 1.2024 -0.02 -0.09 -0.09 0.12
H 5.3325 -0.8616 -0.1814 0.02 0.06 0.12 0.13
H 2.3712 1.3878 3.2082 -0.01 0.04 0.04 0.08
H 4.0146 0.7527 3.1218 0.06 0.07 0.08 0.08
H 3.4910 2.0015 1.9880 0.04 0.13 0.04 0.07
H 0.6601 -0.3927 2.2599 -0.12 0.10 0.24 0.09
H -1.4429 -3.2784 0.7588 0.20 0.03 0.09 0.07
H -0.4588 -2.5927 2.1037 -0.01 -0.04 -0.01 0.08
H -4.5686 -4.2781 -0.7615 -0.02 -0.10 -0.03 0.11
H -3.5437 1.8243 1.7721 0.08 0.04 0.04 0.12
H -2.5925 1.9153 0.2924 0.05 0.06 0.05 0.10
H -3.9582 3.5922 -0.6352 0.00 0.02 0.01 0.11
H -4.4140 3.9241 1.0345 0.03 0.07 -0.04 0.11
H -6.5330 2.8614 0.7514 -0.04 0.05 -0.03 0.11
H -6.2505 3.1845 -0.9594 -0.03 0.06 0.03 0.11
H 4.1072 -2.8260 -0.9049 0.08 -0.07 -0.02 0.09
H 3.7053 -1.4771 -1.9761 0.04 -0.05 -0.05 0.07
H 2.5168 -2.7652 -1.6745 0.06 -0.01 0.02 0.07